# 1
Entry from OMol25: a 2-piece molecular cluster, C5H8O overall (ωB97M-V/def2-TZVPD).

Gap between HOMO and LUMO in hartree: 0.3638
Energy relative to the best compared isomer or geometry (same formula, charge and spin) in kJ/mol: 501.1
HOMO in eV: -9.1
Molar mass in g/mol: 84.12

CARTESIAN COORDINATES (ANGSTROEM)
O -0.67170 -1.71446 1.07343
C -0.33407 -0.39440 0.33165
C -0.97034 -0.55839 -0.97213
C 0.54010 -0.39274 -0.89933
C 1.00638 1.03808 -0.48646
C 0.23307 0.90482 0.87177
H -1.49572 -1.60014 1.58642
H -1.15496 -1.78255 -0.19087
H -1.59184 0.23271 -1.45333
H 1.24112 -1.15426 -1.23212
H 2.09363 1.15152 -0.34929
H 0.64755 1.84973 -1.13159
H 0.92850 0.72160 1.69609
H -0.47172 1.69848 1.15575

Forces on atoms 1 to 6 (eV/Å):
0.7 1.3 0.8
0.1 -0.6 1.0
-0.2 -0.5 0.6
0.0 -0.5 0.4
-0.2 -0.1 0.0
-0.1 -0.1 0.2

Charges obtained by Löwdin population analysis, quoted in units of e: -0.039 -0.440 -0.070 -0.193 -0.117 -0.093 0.113 0.204 0.091 0.124 0.105 0.103 0.109 0.103



# 2
Entry from OMol25: C45H73BrFN17Nb as an isolated structure (ωB97M-V/def2-TZVPD).

Gap between HOMO and LUMO in hartree: 0.1281
Energy relative to the best compared isomer or geometry (same formula, charge and spin) in kJ/mol: 0.0
HOMO in eV: -2.2
Charge: -1
Molar mass in g/mol: 1044.01

CARTESIAN COORDINATES (ANGSTROEM)
C 0.59420 0.06473 2.18172
C -0.09740 -0.47481 1.21534
C -1.03641 -1.02186 0.00464
C -1.16245 0.22142 -1.06108
C -0.71760 -0.22858 -2.57559
Nb 0.73187 1.20114 -3.59246
C 2.29433 2.69156 -4.35901
C 3.21826 3.16206 -3.09112
F 2.55413 4.29779 -2.44682
C 1.13841 -0.26721 -5.34681
C 2.69985 -0.44339 -5.67631
C 3.91013 -0.49802 -4.62128
N 3.04579 -0.61289 -7.00826
C -0.83484 2.35605 -4.72164
C -2.27664 1.72148 -4.96879
C -3.25872 1.71771 -3.65271
Br -2.31707 -0.00227 -5.98796
H 1.11862 0.80740 2.89715
H -0.61216 -1.97717 -0.46912
H -2.08746 -1.26603 0.44115
H -0.60388 1.14435 -0.67870
H -2.28382 0.48477 -1.10393
H -1.64988 -0.51787 -3.17343
H -0.12094 -1.22168 -2.41776
H 0.51181 2.33024 -2.15097
H 2.07372 0.36394 -2.71153
H 2.91553 2.31216 -5.25270
H 1.76461 3.66858 -4.71354
H 4.27857 3.48216 -3.39090
H 3.19559 2.28499 -2.33425
H 0.67225 -1.29910 -5.08748
H 0.65614 0.23212 -6.26701
H 4.70730 -1.24452 -5.02293
H 4.40890 0.55098 -4.62094
H 3.62699 -0.86535 -3.57559
H 4.08351 -0.70908 -7.03055
H -0.39411 2.62703 -5.76811
H -0.99935 3.39133 -4.20550
H -2.82185 2.46764 -5.68494
H -2.60472 2.18207 -2.80743
H -3.54336 0.66256 -3.30880
H -4.15508 2.42645 -3.77501
C 1.75489 -1.58249 -10.78977
C 2.36294 -1.35860 -9.47220
N 2.84814 -1.17148 -8.41821
H 2.39967 -2.18714 -11.43480
H 0.79799 -2.10542 -10.70677
H 1.56433 -0.63986 -11.31450
C 2.79300 3.16249 5.47314
C 2.81697 1.87508 4.77208
N 2.83606 0.86170 4.22148
H 3.74681 3.37170 5.96469
H 2.59318 3.99098 4.78833
H 2.01733 3.18396 6.24513
C 4.36083 -5.26324 -10.85959
C 3.89695 -4.71298 -12.13714
N 3.53203 -4.28002 -13.14201
H 5.41740 -5.04164 -10.68578
H 3.79840 -4.85099 -10.01465
H 4.24784 -6.34987 -10.82436
C 3.07641 -2.35583 -0.60718
C 3.07497 -2.93971 -1.95303
N 3.07291 -3.39718 -3.01129
H 3.82536 -2.82673 0.03506
H 3.29764 -1.28545 -0.63360
H 2.10718 -2.47412 -0.11575
C 0.62306 0.84379 8.55509
C 0.87358 2.25134 8.23204
N 1.07106 3.35888 7.97594
H -0.21429 0.44149 7.98004
H 1.49359 0.21922 8.33948
H 0.38264 0.70997 9.61269
C 0.17530 -2.70565 6.39816
C 0.68231 -2.47556 7.75449
N 1.08134 -2.29416 8.82203
H 0.87972 -3.28708 5.79676
H -0.76921 -3.25390 6.40889
H -0.00257 -1.76556 5.86898
C -0.35216 -4.95723 -9.02287
C 1.10868 -5.00943 -8.90690
N 2.25755 -5.05072 -8.81528
H -0.70268 -5.46693 -9.92413
H -0.84070 -5.43428 -8.16940
H -0.71521 -3.92728 -9.07034
C 2.68189 4.71081 -8.18724
C 1.47729 4.68584 -7.35204
N 0.53175 4.66340 -6.69424
H 3.18936 3.74247 -8.18968
H 2.44629 4.95651 -9.22604
H 3.40151 5.45341 -7.83307
C -3.03025 -1.58992 9.28781
C -3.01801 -2.14794 7.93161
N -3.00852 -2.58667 6.86519
H -2.28614 -2.07176 9.92779
H -2.81095 -0.51744 9.28580
H -4.00384 -1.72077 9.76789
C -2.43143 6.69500 -6.18152
C -3.63458 6.66430 -5.34293
N -4.58029 6.64072 -4.68424
H -1.91957 5.72854 -6.18866
H -2.67024 6.94252 -7.21919
H -1.71301 7.43904 -5.82821
C -4.12440 2.12125 11.20988
C -3.13431 1.81634 10.17249
N -2.35518 1.57654 9.35648
H -5.10348 1.69848 10.96847
H -3.82768 1.71739 12.18127
H -4.25845 3.20028 11.33461
C 1.50099 3.57849 11.46002
C 0.28859 3.53020 12.28426
N -0.66426 3.49226 12.93203
H 2.01500 2.61379 11.44262
H 1.27356 3.84276 10.42407
H 2.21367 4.31810 11.83405
C -5.78386 -2.10036 -6.20293
C -5.76578 -3.39501 -6.89220
N -5.75166 -4.41239 -7.43408
H -4.82803 -1.88919 -5.71539
H -5.98229 -1.27807 -6.89506
H -6.55597 -2.06621 -5.42991
C 2.99652 -6.10953 6.50355
C 2.60986 -5.56125 5.19975
N 2.30552 -5.12987 4.17526
H 4.03256 -5.86434 6.75183
H 2.36834 -5.71673 7.30720
H 2.90664 -7.19850 6.52443
C -4.87731 6.77283 10.48634
C -4.86035 5.71961 11.50663
N -4.84703 4.89165 12.30880
H -5.17116 6.38139 9.50896
H -5.58110 7.56911 10.74191
H -3.89364 7.23444 10.36853
C -3.08433 -6.50341 5.95344
C -1.63478 -6.52628 6.17347
N -0.49587 -6.54394 6.34693
H -3.35830 -7.01129 5.02513
H -3.62241 -6.99911 6.76562
H -3.46488 -5.48047 5.88847

Forces on atoms 1 to 6 (eV/Å):
-3.4 -1.4 -4.6
2.2 1.9 3.6
0.5 1.3 1.4
-0.8 -0.8 -0.4
-0.2 -0.8 1.9
-1.4 -0.7 -2.3

These are the Löwdin partial charges, in e, on atoms 1 to 99: 0.025 -0.125 -0.200 -0.306 -0.404 1.578 -0.373 -0.292 -0.183 -0.332 -0.358 -0.131 -0.069 -0.454 -0.786 -0.161 0.575 -0.009 0.087 0.101 0.048 0.078 -0.003 0.032 -0.072 -0.100 0.032 0.019 0.093 0.053 0.042 0.013 0.073 0.069 0.003 0.092 0.024 0.062 0.070 0.073 0.054 0.073 -0.101 -0.150 0.003 0.042 0.062 0.064 -0.077 -0.250 0.124 0.084 0.087 0.003 -0.094 -0.284 0.107 0.080 0.010 0.080 -0.071 -0.287 0.133 0.078 0.076 0.068 -0.095 -0.247 0.134 0.065 0.064 0.073 -0.064 -0.274 0.122 0.060 0.035 0.087 -0.061 -0.222 0.153 0.082 0.085 0.081 -0.064 -0.242 0.155 0.085 0.078 0.081 -0.068 -0.247 0.138 0.085 0.017 0.082 -0.081 -0.282 0.110



# 3
Entry from OMol25: C4H8NO2S as an isolated structure (ωB97M-V/def2-TZVPD).

Gap between HOMO and LUMO in hartree: 0.2666
Energy relative to the best compared isomer or geometry (same formula, charge and spin) in kJ/mol: 510.6
HOMO in eV: -3.4
Charge: -1
Molar mass in g/mol: 134.18

CARTESIAN COORDINATES (ANGSTROEM)
C -0.37895 0.97579 0.49862
C -1.12292 1.97665 -0.46165
C -0.38857 -2.39792 0.09255
C 0.83663 0.58414 -0.16016
N 1.76001 -0.14429 0.38708
O 2.88943 -0.42398 -0.03852
O -0.43655 1.10269 1.72782
S -1.54260 -1.03744 -0.14651
H -1.72192 2.80283 0.09103
H -0.39908 2.53170 -1.14453
H -1.74466 1.44564 -1.19386
H 0.58556 -2.03686 0.59728
H -0.26124 -2.89290 -0.88378
H -0.93119 -3.10067 0.73067
H 1.26737 0.99320 -1.49723
H 1.58868 -0.37857 1.40121

Forces on atoms 1 to 6 (eV/Å):
-1.3 1.9 -0.6
-0.5 1.5 -0.2
0.3 0.2 0.4
3.4 -0.2 -4.7
-1.9 1.5 2.0
2.2 -0.8 -1.0

Charges obtained by Löwdin population analysis, quoted in units of e: -0.759 -0.118 -0.575 -0.134 -0.248 -0.163 -0.084 0.479 0.092 0.056 0.023 0.030 -0.001 -0.016 0.242 0.176



# 4
Entry from OMol25: an isolated ion of composition C2H3N2O2S and charge -1 (ωB97M-V/def2-TZVPD).

Gap between HOMO and LUMO in hartree: 0.3002
Energy relative to the best compared isomer or geometry (same formula, charge and spin) in kJ/mol: 37.8
HOMO in eV: -4.3
Charge: -1
Molar mass in g/mol: 119.12

CARTESIAN COORDINATES (ANGSTROEM)
C -0.02767 0.31088 -0.73518
C 0.24349 1.62998 1.17746
N -0.56471 -0.44365 -1.52886
N 0.66300 1.02710 -0.05772
O 0.96854 -2.65172 -1.40151
O -1.20374 -2.86203 -0.40924
S -0.44663 -2.37888 -1.58959
H -0.85258 1.44773 1.31484
H 0.58104 1.20728 2.08971
H 0.63925 2.71330 1.14009

Forces on atoms 1 to 6 (eV/Å):
-1.3 -3.2 -2.4
-0.9 1.5 -0.8
0.0 1.3 0.8
1.8 1.4 1.7
0.9 0.3 -0.2
0.0 0.7 -0.7

Charges obtained by Löwdin population analysis, quoted in units of e: -0.420 -0.170 -0.091 -0.018 -0.542 -0.564 0.607 0.079 0.034 0.085



# 5
Entry from OMol25: a 2-piece molecular cluster, C2H5INO2P overall (ωB97M-V/def2-TZVPD).

Gap between HOMO and LUMO (spin up / spin down) in hartree: 0.2538 / 0.2538
Energy relative to the best compared isomer or geometry (same formula, charge and spin) in kJ/mol: 305.9
HOMO (spin up / spin down) in eV: -7.9 / -7.9
Molar mass in g/mol: 232.95

CARTESIAN COORDINATES (ANGSTROEM)
C -0.33328 -0.18901 0.84840
C 0.98663 0.31134 -1.05801
N -0.30248 0.15747 -0.44554
O -0.97757 -0.17472 1.83172
O 1.74320 -0.83857 1.67211
P -1.84923 -0.11502 -1.32827
I 1.58276 -0.95644 3.55530
H 0.92234 -0.16617 -2.12028
H 1.32649 1.38392 -1.24378
H 1.70554 -0.13788 -0.32531
H -2.51863 -0.53436 -0.06495
H -2.28577 1.25945 -1.32140

Forces on atoms 1 to 6 (eV/Å):
0.5 0.9 1.9
1.7 0.0 -2.1
-0.8 -0.9 2.2
0.8 -0.4 -1.9
-1.5 0.7 -2.1
-0.1 0.2 1.1

Charges obtained by Löwdin population analysis, quoted in units of e: -0.311 -0.123 -0.392 0.071 -1.066 0.901 0.785 0.104 0.104 0.069 -0.046 -0.095



> The lowest energy relative to the best compared isomer or geometry (same formula, charge and spin) belongs to which entry?

C45H73BrFN17Nb